No. 1
ORCA calculation (the ωB97M-V functional and the def2-TZVPD basis) on a structure of composition C49H42N5O5P2RbS2.

Summary:
- highest occupied orbital energy (alpha / beta) (eV) = 1.44 / 1.10
- LUMO level (alpha / beta) (eV) = 3.5 / 3.5
- HOMO-LUMO gap (alpha / beta) (eV) = 2.05 / 2.40

```
! RIJCOSX wB97M-V def2-TZVPD def2/J DEFGRID3
* xyz -2 1
Rb -1.27 -1.43 3.44
N -6.09 -0.78 6.69
C -4.97 -0.87 5.92
S -4.02 -2.30 5.78
N -4.48 0.37 5.59
N -3.19 0.45 5.26
C -2.86 1.69 4.81
C -1.49 2.03 4.70
C -1.04 3.33 4.75
C 0.28 3.63 4.50
C 1.16 2.62 4.18
C 0.67 1.33 4.12
N -0.60 1.05 4.43
H -6.48 -1.60 7.14
H -6.30 0.15 7.04
H -3.73 2.39 4.62
H -1.70 4.15 5.04
H 0.62 4.66 4.50
H 2.23 2.83 3.88
H 1.33 0.52 3.78
O 0.39 0.79 -2.25
C 0.84 0.05 -3.31
C 0.35 0.27 -4.62
C 1.00 -0.26 -5.72
C 2.00 -1.23 -5.48
C 2.33 -1.60 -4.21
C 1.73 -0.98 -3.06
P 2.02 -1.49 -1.40
C 2.63 -3.12 -1.53
C 1.95 -4.08 -2.33
C 2.76 -5.07 -2.91
C 4.03 -5.31 -2.35
C 4.65 -4.44 -1.43
C 3.96 -3.29 -1.11
C 3.20 -0.44 -0.56
C 4.17 0.54 -1.03
C 4.74 1.38 -0.07
C 4.94 0.98 1.26
C 4.12 -0.04 1.68
C 3.23 -0.69 0.83
C 0.41 2.25 -2.44
C 1.61 2.98 -2.47
C 1.51 4.36 -2.20
C 0.28 5.00 -2.18
C -0.88 4.26 -2.47
C -0.83 2.87 -2.65
P -2.31 1.84 -2.92
C -3.48 2.47 -1.69
C -3.27 1.97 -0.38
C -3.77 2.69 0.72
C -4.45 3.89 0.52
C -4.77 4.25 -0.75
C -4.26 3.64 -1.89
C -3.12 2.52 -4.38
C -2.45 3.39 -5.23
C -3.11 3.86 -6.33
C -4.43 3.46 -6.64
C -5.03 2.51 -5.84
C -4.37 2.01 -4.72
H -0.50 1.00 -4.79
H 0.92 0.15 -6.72
H 2.49 -1.78 -6.29
H 3.03 -2.40 -4.06
H 0.85 -4.03 -2.33
H 2.42 -5.76 -3.72
H 4.54 -6.25 -2.57
H 5.65 -4.66 -1.08
H 4.50 -2.59 -0.49
H 4.59 0.52 -2.02
H 4.95 2.37 -0.44
H 5.83 1.38 1.77
H 4.14 -0.37 2.69
H 2.44 -1.30 1.27
H 2.56 2.49 -2.51
H 2.38 4.97 -2.02
H 0.25 6.02 -1.85
H -1.85 4.79 -2.55
H -2.75 1.02 -0.34
H -3.57 2.30 1.73
H -4.90 4.45 1.37
H -5.45 5.06 -0.93
H -4.52 4.09 -2.86
H -1.43 3.68 -5.03
H -2.62 4.67 -6.91
H -4.95 3.95 -7.49
H -5.97 2.10 -6.24
H -4.75 1.24 -4.10
O 0.84 -1.70 -0.33
S -0.79 -2.27 -0.35
O -0.99 -2.50 -1.73
O -1.35 -1.02 0.14
O -0.79 -3.34 0.61
C 2.93 -6.98 4.80
C 2.26 -5.62 4.66
C 1.60 -5.32 3.46
C 0.92 -4.15 3.30
N 1.00 -3.21 4.22
C 1.74 -3.41 5.32
C 2.24 -4.64 5.65
H 3.20 -7.34 3.79
H 2.30 -7.75 5.30
H 3.87 -6.90 5.33
H 1.65 -6.01 2.64
H 0.33 -3.97 2.40
H 1.84 -2.52 6.02
H 2.49 -4.85 6.70
*
```


No. 2
ORCA calculation (the ωB97M-V functional and the def2-TZVPD basis) on a structure of composition C49H42N6O2Ti.

Summary:
- highest occupied orbital energy (alpha / beta) (eV) = -4.20 / -7.99
- LUMO level (alpha / beta) (eV) = 0.0 / 0.0
- expectation value of S² = 2.02
- HOMO-LUMO gap (alpha / beta) (eV) = 4.19 / 7.97

```
! RIJCOSX wB97M-V def2-TZVPD def2/J DEFGRID3
* xyz 0 3
Ti -0.08 0.09 0.51
C -2.06 0.99 3.27
N -1.04 1.75 2.59
C 0.04 2.30 3.37
C 1.30 1.48 3.23
N 1.49 0.61 2.28
C 2.78 0.13 2.48
C 3.50 -0.81 1.75
C 4.78 -1.10 2.17
C 5.35 -0.46 3.29
C 4.65 0.48 4.02
C 3.35 0.76 3.58
N 2.38 1.62 4.05
C -1.72 -0.47 3.23
N -0.84 -0.97 2.41
C -0.81 -2.33 2.65
C -0.05 -3.33 2.06
C -0.25 -4.63 2.50
C -1.18 -4.92 3.50
C -1.94 -3.94 4.10
C -1.74 -2.64 3.65
N -2.30 -1.42 4.01
H -2.20 1.31 4.31
H -3.02 1.14 2.76
H -1.41 2.40 1.91
H 0.26 3.31 3.03
H -0.22 2.38 4.43
H 3.08 -1.26 0.86
H 5.38 -1.81 1.62
H 6.36 -0.72 3.59
H 5.08 0.97 4.88
H 2.44 2.23 4.84
H 0.66 -3.10 1.28
H 0.32 -5.43 2.06
H -1.31 -5.95 3.81
H -2.67 -4.17 4.87
H -3.02 -1.27 4.69
O -1.32 -1.09 -0.36
C -2.55 -0.84 -0.97
C -3.09 0.53 -0.47
C -2.25 1.71 -0.82
C -2.74 2.74 -1.59
C -1.94 3.84 -1.94
C -0.61 3.81 -1.50
C -0.14 2.79 -0.72
C 1.32 2.68 -0.38
C 2.00 1.47 -1.08
O 1.44 0.27 -0.61
C 3.50 1.40 -0.77
C 4.24 0.40 -1.41
C 5.59 0.25 -1.15
C 6.23 1.08 -0.24
C 5.50 2.07 0.40
C 4.15 2.23 0.13
C 1.77 1.63 -2.58
C 0.79 0.89 -3.22
C 0.51 1.12 -4.56
C 1.21 2.08 -5.27
C 2.20 2.82 -4.63
C 2.48 2.59 -3.29
N -0.95 1.72 -0.33
C -3.57 -1.92 -0.53
C -3.16 -3.00 0.23
C -4.07 -3.97 0.65
C -5.41 -3.86 0.30
C -5.83 -2.79 -0.48
C -4.92 -1.83 -0.89
C -2.43 -0.94 -2.49
C -1.52 -1.84 -3.02
C -1.42 -2.03 -4.39
C -2.23 -1.31 -5.25
C -3.13 -0.40 -4.74
C -3.23 -0.22 -3.36
H -4.11 0.70 -0.81
H -3.15 0.41 0.62
H -3.77 2.67 -1.93
H -2.32 4.64 -2.55
H 0.09 4.59 -1.79
H 1.81 3.60 -0.69
H 1.46 2.57 0.70
H 3.74 -0.24 -2.12
H 6.15 -0.53 -1.66
H 7.28 0.96 -0.03
H 5.99 2.73 1.11
H 3.60 3.02 0.64
H 0.24 0.14 -2.67
H -0.27 0.53 -5.05
H 0.99 2.26 -6.32
H 2.76 3.57 -5.18
H 3.25 3.17 -2.80
H -2.12 -3.09 0.48
H -3.72 -4.81 1.24
H -6.12 -4.61 0.62
H -6.87 -2.70 -0.77
H -5.26 -1.02 -1.52
H -0.88 -2.39 -2.34
H -0.70 -2.74 -4.78
H -2.15 -1.45 -6.32
H -3.76 0.18 -5.40
H -3.94 0.51 -2.98
*
```


No. 3
ORCA calculation (the ωB97M-V functional and the def2-TZVPD basis) on a structure of composition C49H43BBiCl3GeN8P2Si.

Summary:
- highest occupied orbital energy (eV) = -13.07
- LUMO level (eV) = -5.1
- HOMO-LUMO gap (eV) = 7.94

```
! RIJCOSX wB97M-V def2-TZVPD def2/J DEFGRID3
* xyz 2 1
Bi -0.11 1.97 0.79
C -4.69 1.35 0.51
C -3.41 0.91 0.81
N -2.54 1.92 0.73
N -3.25 3.02 0.39
C -4.54 2.70 0.23
B -2.53 4.37 0.07
N -1.61 4.73 1.29
C -1.63 5.84 2.04
C -0.77 5.69 3.11
C -0.23 4.43 2.95
N -0.74 3.85 1.86
N -1.60 4.11 -1.15
C -1.55 4.66 -2.37
C -0.57 4.02 -3.11
C -0.05 3.07 -2.26
N -0.68 3.12 -1.08
N -3.56 5.45 -0.10
C -4.51 5.78 0.82
C -5.24 6.82 0.31
C -4.65 7.08 -0.94
N -3.64 6.26 -1.18
H -5.60 0.78 0.49
H -3.08 -0.07 1.10
H -5.26 3.44 -0.06
H -2.25 6.68 1.76
H -0.55 6.40 3.88
H 0.52 3.92 3.54
H -2.22 5.47 -2.61
H -0.28 4.22 -4.13
H 0.76 2.38 -2.42
H -4.60 5.25 1.75
H -6.07 7.33 0.77
H -4.91 7.83 -1.67
C -1.75 -0.96 -1.55
Si -0.79 -2.50 -1.17
C -1.76 -4.09 -1.02
C -2.52 -4.88 -1.88
C -3.05 -6.07 -1.40
C -2.82 -6.48 -0.09
C -2.07 -5.71 0.78
C -1.56 -4.51 0.30
P -0.55 -3.25 1.08
C 1.01 -3.97 1.62
C 1.31 -4.16 2.97
C 2.49 -4.79 3.33
C 3.37 -5.23 2.35
C 3.07 -5.05 1.01
C 1.89 -4.42 0.64
C -1.38 -2.54 2.50
C -0.70 -1.59 3.26
C -1.31 -1.00 4.35
C -2.60 -1.37 4.70
C -3.28 -2.32 3.95
C -2.67 -2.91 2.85
C 0.79 -2.68 -2.14
C 0.85 -3.88 -2.86
C 1.91 -4.17 -3.70
C 2.95 -3.26 -3.81
C 2.90 -2.07 -3.11
C 1.83 -1.74 -2.28
P 1.90 -0.12 -1.39
C 3.27 -0.45 -0.23
C 2.93 -0.71 1.09
C 3.89 -1.05 2.04
C 5.22 -1.11 1.66
C 5.58 -0.83 0.34
C 4.61 -0.51 -0.60
C 2.62 0.94 -2.69
C 3.59 1.89 -2.38
C 4.04 2.78 -3.35
C 3.52 2.73 -4.63
C 2.54 1.79 -4.95
C 2.10 0.90 -3.98
H -1.98 -1.05 -2.61
H -1.16 -0.05 -1.42
H -2.68 -0.87 -1.00
H -2.70 -4.59 -2.91
H -3.65 -6.69 -2.06
H -3.24 -7.42 0.25
H -1.88 -6.04 1.80
H 0.63 -3.82 3.74
H 2.72 -4.94 4.37
H 4.29 -5.73 2.64
H 3.76 -5.40 0.24
H 1.67 -4.29 -0.41
H 0.33 -1.32 3.02
H -0.77 -0.26 4.94
H -3.08 -0.92 5.56
H -4.28 -2.62 4.23
H -3.21 -3.65 2.27
H 0.07 -4.62 -2.74
H 1.93 -5.10 -4.25
H 3.80 -3.47 -4.45
H 3.72 -1.38 -3.22
H 1.89 -0.65 1.40
H 3.60 -1.25 3.06
H 5.98 -1.36 2.38
H 6.62 -0.87 0.04
H 4.91 -0.29 -1.61
H 4.01 1.94 -1.38
H 4.79 3.51 -3.10
H 3.87 3.42 -5.39
H 2.13 1.75 -5.95
H 1.34 0.18 -4.24
Cl 3.36 4.65 3.27
Ge 3.65 2.75 2.25
Cl 1.76 1.68 3.21
Cl 2.08 3.36 0.32
*
```


no.,E_tot (Eh)
1,-4045.426784
2,-3221.086510
3,-7000.046870